{
  "formula": "C3H8N4",
  "method": "the ωB97M-V functional and the def2-TZVPD basis",
  "elements": ["C", "C", "N", "C", "N", "N", "N", "H", "H", "H", "H", "H", "H", "H", "H"],
  "xyz": [[0.952362, 2.120986, 0.350277], [-1.027117, -1.496177, 1.078115], [0.087771, 0.986840, 0.468842], [-0.749460, -0.960825, -0.271511], [0.378116, 0.025005, -0.309929], [1.263990, 0.043847, -1.225665], [-1.331823, -1.355508, -1.307137], [1.228919, -0.809310, -1.783257], [-1.071051, -0.914602, -2.191563], [2.001497, 1.812729, 0.384652], [0.800144, 2.621453, -0.612821], [0.723878, 2.795771, 1.171354], [-1.887241, -2.161957, 1.051543], [-1.219261, -0.675886, 1.761092], [-0.150723, -2.032366, 1.436009]],
  "atomic_forces_ev_per_a": [[0.29, 0.02, -0.03], [-0.24, 0.02, 0.32], [0.13, -0.26, 0.67], [0.46, -0.80, -0.51], [-1.60, 0.58, -0.79], [0.80, 0.16, -0.27], [-0.26, 0.19, -0.08], [-0.23, -0.09, 0.41], [0.31, 0.03, 0.34], [0.06, 0.10, -0.01], [0.05, 0.01, -0.04], [0.01, 0.04, -0.09], [0.11, 0.02, -0.12], [0.02, 0.06, 0.11], [0.09, -0.07, 0.09]],
  "lumo_energy_ev": 0.71,
  "total_energy_ha": -338.0306,
  "homo_ev": -8.896
}


{
  "formula": "C3H8N4O",
  "method": "the ωB97M-V functional and the def2-TZVPD basis",
  "elements": ["C", "C", "N", "C", "N", "N", "N", "O", "H", "H", "H", "H", "H", "H", "H", "H"],
  "xyz": [[0.153861, -1.824574, -0.444567], [0.966862, 1.817182, -0.485071], [0.415279, -0.519656, 0.107137], [-2.018379, 0.122218, -0.193022], [0.443457, -0.501858, 1.505481], [-1.189892, 0.949039, -0.543747], [0.148097, 0.655030, -0.768011], [-3.063868, -0.318756, 0.105627], [-0.493106, -0.603115, 1.904712], [0.844895, 0.360983, 1.854777], [-0.868092, -2.155463, -0.215539], [0.283517, -1.790490, -1.523195], [0.852909, -2.524512, 0.005950], [0.799512, 2.248492, 0.509108], [0.720293, 2.575902, -1.226962], [2.004655, 1.509578, -0.592677]],
  "atomic_forces_ev_per_a": [[-0.26, 0.58, -0.01], [0.15, -0.11, 0.23], [3.08, 1.01, -1.41], [-1.85, 1.86, -0.26], [-0.83, 0.44, -0.14], [-0.87, 0.14, -0.16], [-0.21, -2.88, 1.85], [0.79, -0.72, 0.08], [-0.09, 0.25, 0.04], [0.16, -0.15, -0.09], [-0.10, -0.26, -0.08], [0.03, -0.01, 0.00], [0.01, -0.10, -0.04], [-0.02, -0.08, 0.02], [0.03, -0.06, 0.02], [-0.02, 0.07, -0.03]],
  "lumo_energy_ev": 0.58,
  "total_energy_ha": -413.2365,
  "smiles": "CN(N)N(C)N=C=O",
  "homo_ev": -8.302
}


{
  "formula": "C3H8N4O2",
  "method": "the ωB97M-V functional and the def2-TZVPD basis",
  "elements": ["C", "N", "C", "N", "H", "H", "H", "H", "C", "N", "O", "O", "N", "H", "H", "H", "H"],
  "xyz": [[2.200188, 0.416656, -0.082710], [1.052007, -0.170958, 0.570607], [-0.525755, 1.527350, 0.397569], [-0.335224, 2.613985, 0.739716], [0.885516, 0.107806, 1.536470], [2.328493, -0.041293, -1.061355], [2.103811, 1.494930, -0.245056], [3.080786, 0.242905, 0.533534], [-1.136579, 0.326418, -0.228729], [-0.528160, -1.937279, -0.039128], [-1.541805, 0.605174, -1.532876], [-2.165998, -0.121669, 0.593667], [-0.054635, -0.665609, -0.310889], [-2.243896, 1.270964, -1.499173], [-2.569046, -0.906291, 0.186747], [-0.595009, -2.140230, 0.958964], [0.045306, -2.622859, -0.517361]],
  "atomic_forces_ev_per_a": [[-0.29, 0.15, -0.09], [-0.53, -1.94, -1.05], [-1.09, 1.62, 0.03], [0.16, -0.74, -0.09], [-0.52, -0.23, -0.52], [0.07, -0.16, 0.09], [-0.04, 0.10, 0.04], [0.11, -0.06, -0.08], [0.31, -1.00, -0.06], [-0.03, -0.45, 0.04], [-0.21, -0.08, 0.23], [-0.45, 0.68, 0.03], [1.95, 1.82, 1.51], [0.05, -0.08, 0.04], [0.37, 0.13, -0.09], [0.16, 0.07, -0.23], [-0.02, 0.18, 0.19]],
  "lumo_energy_ev": 0.71,
  "total_energy_ha": -488.5119,
  "smiles": "CNN(N)C(O)(O)C#N",
  "homo_ev": -9.083
}